No. 1
{
  "formula": "C6H8O2",
  "method": "ωB97M-V/def2-TZVPD",
  "homo_energy_ev": -9.6634,
  "orbital_gap_ev": 10.56,
  "lumo_energy_ev": 0.899,
  "elements": ["C", "C", "C", "C", "C", "C", "H", "H", "H", "H", "H", "H", "H", "H", "O", "O"],
  "coordinates": [[1.261, -0.300, -0.116], [0.491, -0.638, 1.152], [-1.073, -0.671, 0.674], [-0.790, -1.355, -0.693], [-0.103, -0.054, -1.009], [-0.991, 0.627, -0.068], [1.484, 1.563, -0.046], [1.875, -1.103, -0.510], [0.785, 0.202, 1.904], [0.726, -1.613, 1.549], [-1.709, -1.037, 1.477], [-1.589, -1.620, -1.421], [-0.156, -2.263, -0.744], [0.175, 0.385, -1.958], [2.114, 0.746, -0.122], [-1.409, 1.733, 0.135]],
  "mulliken_charge": [-0.287, -0.642, -0.313, -0.551, -0.342, 0.396, 0.406, 0.397, 0.288, 0.362, 0.502, 0.280, 0.261, 0.439, -0.592, -0.603]
}

---

No. 2
{
  "formula": "C23H52P4SY",
  "method": "ωB97M-V/def2-TZVPD",
  "homo_energy_ev": [-15.1578, -15.1581],
  "orbital_gap_ev": [4.78, 4.78],
  "lumo_energy_ev": [-10.376, -10.376],
  "charge": 3,
  "elements": ["Y", "P", "P", "P", "H", "C", "C", "H", "C", "C", "C", "C", "C", "C", "C", "C", "C", "H", "H", "H", "H", "H", "H", "H", "H", "H", "H", "H", "H", "H", "H", "H", "H", "H", "H", "H", "H", "H", "H", "H", "H", "H", "H", "H", "H", "H", "C", "C", "C", "C", "C", "C", "S", "H", "H", "H", "H", "H", "H", "C", "C", "P", "C", "C", "C", "C", "H", "H", "H", "H", "H", "H", "H", "H", "H", "H", "H", "H", "H", "H", "H"],
  "coordinates": [[0.173, 0.360, 0.000], [1.323, -1.437, -2.005], [2.386, 0.735, 1.607], [1.490, 2.120, -1.869], [-4.851, -1.727, -0.074], [-4.496, -1.161, -0.944], [-3.897, -1.757, -1.990], [-3.686, -2.835, -2.004], [0.846, -3.212, -1.916], [3.159, -1.639, -1.981], [1.024, -1.157, -3.798], [1.968, 1.711, 3.107], [3.267, -0.644, 2.443], [3.861, 1.679, 1.058], [0.369, 2.397, -3.305], [3.089, 1.963, -2.767], [1.679, 3.861, -1.308], [-4.702, -0.085, -0.950], [-3.584, -1.177, -2.863], [-0.213, -3.310, -1.648], [1.441, -3.741, -1.161], [1.005, -3.684, -2.897], [3.466, -2.022, -0.998], [3.657, -0.675, -2.141], [3.482, -2.350, -2.757], [-0.044, -0.961, -3.948], [1.300, -2.064, -4.350], [1.594, -0.306, -4.183], [2.898, 1.911, 3.658], [1.272, 1.158, 3.752], [1.498, 2.659, 2.820], [4.071, -0.225, 3.066], [3.710, -1.319, 1.701], [2.594, -1.229, 3.082], [4.529, 1.818, 1.921], [3.583, 2.660, 0.658], [4.396, 1.121, 0.279], [0.726, 3.283, -3.851], [-0.655, 2.566, -2.956], [0.379, 1.526, -3.970], [3.280, 2.881, -3.342], [3.074, 1.109, -3.452], [3.903, 1.824, -2.046], [1.992, 4.458, -2.176], [2.444, 3.933, -0.527], [0.731, 4.237, -0.906], [-2.491, 3.481, -0.334], [-2.732, 4.786, 0.170], [-3.831, 5.525, -0.254], [-4.728, 4.985, -1.182], [-4.504, 3.700, -1.685], [-3.406, 2.945, -1.270], [-1.098, 2.608, 0.210], [0.658, -1.629, 0.532], [-2.026, 5.202, 0.890], [-3.986, 6.531, 0.132], [-5.581, 5.574, -1.524], [-5.190, 3.291, -2.430], [-3.234, 1.948, -1.662], [-1.853, -0.581, 3.314], [-0.585, -1.432, 3.171], [-0.246, -2.256, 1.590], [0.958, -3.629, 1.791], [1.081, -4.209, 3.191], [-1.828, -2.921, 1.026], [-2.326, -4.006, 1.980], [-1.799, 0.386, 2.788], [-1.982, -0.354, 4.382], [-2.764, -1.101, 2.986], [0.303, -0.838, 3.441], [-0.634, -2.248, 3.910], [0.672, -4.393, 1.050], [1.929, -3.231, 1.453], [0.151, -4.689, 3.520], [1.862, -4.978, 3.196], [1.381, -3.451, 3.924], [-2.551, -2.099, 0.973], [-1.722, -3.287, -0.006], [-2.509, -3.617, 2.997], [-3.282, -4.399, 1.612], [-1.638, -4.866, 2.048]],
  "mulliken_charge": [-0.710, 0.988, 1.359, 0.994, 0.312, -0.542, -0.556, 0.296, -1.109, -1.278, -1.223, -1.310, -1.176, -1.224, -1.063, -1.383, -1.060, 0.271, 0.299, 0.233, 0.268, 0.533, 0.339, 0.269, 0.464, 0.410, 0.534, 0.349, 0.479, 0.409, 0.380, 0.502, 0.327, 0.329, 0.552, 0.279, 0.328, 0.446, 0.224, 0.298, 0.502, 0.384, 0.320, 0.478, 0.290, 0.323, 0.821, -0.477, -0.665, -0.485, -0.672, -0.478, -0.096, -0.438, 0.393, 0.394, 0.413, 0.391, 0.390, -1.322, -0.534, 1.220, -0.674, -1.390, -0.252, -1.349, 0.311, 0.438, 0.341, 0.097, 0.618, 0.574, 0.421, 0.329, 0.463, 0.327, 0.172, 0.441, 0.355, 0.461, 0.326]
}

---

No. 3
{
  "formula": "C5H11N",
  "method": "ωB97M-V/def2-TZVPD",
  "homo_energy_ev": -8.9712,
  "orbital_gap_ev": 10.12,
  "smiles": "C=CC[C@H](C)N",
  "lumo_energy_ev": 1.149,
  "elements": ["C", "C", "C", "C", "C", "H", "H", "H", "H", "H", "H", "H", "H", "H", "H", "H", "N"],
  "coordinates": [[-0.599, 1.330, -0.114], [-0.940, -0.124, -0.374], [0.205, -1.128, 0.131], [1.525, -0.718, -0.353], [2.337, 0.246, 0.252], [0.169, 1.778, -0.954], [-1.622, 1.838, -0.251], [-0.111, 1.600, 0.949], [-0.985, -0.134, -1.525], [-2.491, -1.380, 0.110], [-2.441, -0.004, 1.078], [0.228, -1.291, 1.352], [-0.119, -2.125, -0.253], [1.718, -0.797, -1.416], [3.335, 0.656, -0.078], [2.125, 0.613, 1.318], [-2.333, -0.362, 0.130]],
  "mulliken_charge": [-1.244, 0.491, -0.557, -0.127, -0.731, 0.274, 0.442, 0.199, 0.170, 0.246, 0.248, 0.214, 0.300, 0.305, 0.247, 0.207, -0.684]
}

---

no.,largest force on an atom (eV/A)
1,4.37
2,3.85
3,4.64